(1)
Computed, not measured: C17H33HgO11S4 as an isolated structure at a distorted geometry, with ωB97M-V with the def2-TZVPD basis set.

Energy relative to the best compared isomer or geometry (same formula, charge and spin) in eV: 0.0000
Kohn-Sham gap in eV: 5.80
Total charge: +1

The geometry in XYZ format:
```
66
Properties=species:S:1:pos:R:3:nbo_charge:R:1
H 0.12 0.50 2.51 0.26
C 3.19 1.79 3.79 -0.65
C 2.13 2.83 4.07 -0.40
H 3.40 3.29 -1.58 0.24
C -0.69 -4.06 2.91 -0.66
C 2.15 6.24 -0.74 -0.64
H 2.11 5.46 -2.77 0.21
C 1.37 3.97 -1.39 -0.41
H 3.85 1.58 4.63 0.27
O -2.53 -0.47 -5.30 -0.91
H 2.73 7.12 -0.97 0.26
H 1.32 2.82 2.16 0.23
H 0.50 3.87 -0.74 0.22
H -0.67 -2.27 -3.23 0.26
H -4.65 -2.03 -5.22 0.26
H -1.56 0.23 -1.58 0.54
O 2.87 4.88 1.47 -0.97
O 0.17 -1.08 -1.12 -0.83
H -1.43 -3.97 3.71 0.26
H -0.99 -3.17 -0.11 0.24
H 0.12 0.89 4.19 0.25
C -1.48 -2.53 -3.90 -0.66
H -3.05 -4.46 1.74 0.22
C -3.54 -3.69 -4.41 -0.41
C 2.71 3.57 -0.79 -0.66
C -1.74 -3.05 0.67 -0.65
S -0.80 -2.46 2.11 2.16
C -2.33 -3.75 -3.49 -0.40
O -2.86 -0.53 -2.81 -0.99
H -1.30 -6.03 2.28 0.25
C -2.18 -4.47 1.07 -0.40
O 2.34 -0.63 4.56 -0.89
H 0.27 -4.13 3.42 0.27
H 3.79 2.05 2.92 0.26
H -1.11 -2.79 -4.89 0.24
H 1.35 6.45 -0.02 0.24
H -4.86 -2.07 -3.47 0.25
O -0.95 0.87 -1.15 -0.65
H 0.53 5.86 -2.11 0.23
H 1.86 2.70 5.12 0.21
C 0.94 2.53 3.15 -0.41
H 0.13 3.18 3.47 0.24
C 0.66 1.06 3.26 -0.64
S 3.29 5.06 0.09 2.13
S -2.75 -1.22 -4.09 2.14
H -2.68 -3.58 -2.46 0.20
H -3.18 -3.74 -5.44 0.22
O 1.03 0.63 -0.08 -0.78
O -1.59 -1.59 2.94 -0.90
C 0.11 0.16 -0.79 0.97
H -4.23 -4.52 -4.24 0.24
H -0.16 -5.15 1.15 0.21
H 2.71 2.74 -0.08 0.25
S 2.30 0.26 3.43 2.13
O 4.66 5.37 -0.26 -0.92
C -0.99 -5.08 1.84 -0.41
H 2.52 3.85 4.01 0.26
Hg 2.13 -1.43 0.13 1.66
H -2.43 -5.05 0.18 0.23
O 0.54 -2.05 1.68 -1.07
H -1.84 -4.72 -3.53 0.23
C -4.18 -2.32 -4.28 -0.65
H 1.15 3.35 -2.26 0.23
O 2.66 -0.22 2.06 -1.07
H -2.46 -2.28 0.43 0.27
C 1.50 5.43 -1.86 -0.41
```


(2)
Computed, not measured: a 6-piece molecular cluster, C8H29NO7 overall at a distorted geometry, with ωB97M-V with the def2-TZVPD basis set.

Energy relative to the best compared isomer or geometry (same formula, charge and spin) in eV: 0.0000
Spin multiplicity: 2
Kohn-Sham gap (spin up / spin down) in eV: 8.38 / 2.48
Total charge: +1

The geometry in XYZ format:
```
45
Properties=species:S:1:pos:R:3:nbo_charge:R:1
C -2.51 -4.35 -0.75 -0.09
H -2.20 2.17 0.17 0.20
H 4.43 2.95 -1.23 0.49
C 2.05 2.32 0.25 -0.27
H -3.00 -1.90 2.63 0.24
H 3.47 0.84 -0.28 0.52
H 3.56 -0.56 1.58 0.49
C -3.09 -1.41 1.66 -0.29
O 3.17 1.71 -0.56 -0.79
H -4.05 -0.88 1.62 0.25
O 5.13 3.59 -1.36 -0.74
C -2.09 -0.36 1.47 -0.08
H -1.35 1.42 -1.22 0.24
H 1.85 1.77 1.17 0.16
H 0.28 3.92 -2.36 0.48
H 4.99 -0.07 1.44 0.49
H -3.38 -4.92 -0.42 0.20
C -2.09 -3.33 0.34 -0.30
H -3.96 -3.21 -3.45 0.23
O -2.31 0.16 0.13 -0.58
O 1.42 -0.73 2.39 -0.94
H -1.76 -3.85 1.24 0.25
H -3.80 -2.18 -2.12 0.16
H -1.09 -0.76 1.62 0.18
O -2.73 -3.94 -2.10 -0.46
H -2.22 0.47 2.16 0.22
H 6.51 2.78 -0.07 0.15
H 2.31 3.33 0.56 0.19
H -1.28 -2.77 -0.14 0.28
C -1.57 1.34 -0.16 -0.25
C 5.79 3.60 -0.17 -0.23
H -3.16 -1.70 -0.17 0.42
H 0.95 -0.38 3.15 0.48
H 1.16 2.56 -0.34 0.17
O -0.65 3.73 -2.38 -0.96
H -1.00 4.29 -3.08 0.48
N -3.27 -2.40 0.55 -0.16
H 0.98 -0.34 1.63 0.46
H -1.76 -5.14 -0.84 0.23
H -4.83 -3.61 -1.97 0.19
H -0.63 1.31 0.39 0.16
O 4.21 -0.29 0.93 -0.96
H 5.02 3.54 0.60 0.15
C -3.89 -3.23 -2.36 -0.27
H 6.39 4.51 -0.13 0.18
```


(3)
Computed, not measured: one molecule with the formula C5H11NO at a distorted geometry, with ωB97M-V with the def2-TZVPD basis set.

Structure (SMILES): CC(C)CC(N)=O
Energy relative to the best compared isomer or geometry (same formula, charge and spin) in eV: 0.9285
Kohn-Sham gap in eV: 10.60
Total charge: 0

The geometry in XYZ format:
```
18
Properties=species:S:1:pos:R:3:nbo_charge:R:1
C 0.02 0.59 -1.71 -0.61
C -0.20 -0.64 0.52 -0.51
H 0.89 -0.05 -1.86 0.21
H 1.75 -2.76 0.45 0.38
H 2.75 -2.10 1.59 0.40
C -0.33 0.76 -0.22 -0.21
H -0.81 -0.57 1.43 0.24
H -0.72 -0.07 -2.25 0.20
O 1.51 -0.07 2.00 -0.63
H -1.92 2.09 -0.85 0.21
H -2.58 0.65 0.08 0.21
H 0.12 1.54 -2.12 0.21
H -0.72 -1.32 -0.18 0.21
N 2.09 -1.86 0.85 -0.81
H -1.81 1.98 0.83 0.22
C -1.71 1.37 -0.03 -0.62
H 0.48 1.33 0.38 0.23
C 1.19 -0.86 1.10 0.66
```


(4)
Computed, not measured: a 6-piece molecular cluster, C6H21NO5 overall at a distorted geometry, with ωB97M-V with the def2-TZVPD basis set.

Structure (SMILES): C=C/C(=C\N)CC.O.O.O.O.O
Energy relative to the best compared isomer or geometry (same formula, charge and spin) in eV: 4.0683
Kohn-Sham gap in eV: 8.44
Total charge: 0

The geometry in XYZ format:
```
33
Properties=species:S:1:pos:R:3:nbo_charge:R:1
H -1.66 1.35 -2.28 0.19
H 2.82 -2.78 -1.18 0.47
H 0.56 -1.13 1.99 0.38
H 2.00 4.09 1.08 0.22
H 2.41 -0.51 -2.25 0.48
H 2.00 2.30 1.39 0.22
H -2.44 1.83 0.04 0.20
H -0.03 1.26 -1.88 0.19
H 2.62 1.02 -2.69 0.47
H 0.68 0.99 2.54 0.18
C 0.05 0.74 1.62 0.02
O -3.27 -0.37 2.19 -0.94
H -0.66 -1.85 -3.32 0.49
H 1.35 -2.99 -1.21 0.46
N -0.09 -0.63 1.40 -0.85
C 1.52 3.24 1.53 -0.63
C -0.96 1.46 -1.43 -0.38
H -0.84 -3.88 0.53 0.47
H -0.38 3.94 0.64 0.22
O 2.09 -3.02 -0.61 -0.93
O -1.21 -3.65 -0.33 -0.95
H 0.24 -2.85 -2.48 0.47
H 1.73 3.46 2.59 0.21
H -3.10 0.12 1.39 0.46
O 3.06 0.17 -2.63 -0.95
C 0.03 3.15 1.33 -0.42
O 0.03 -1.94 -2.65 -0.96
H -0.55 3.52 2.25 0.21
C -1.39 1.66 -0.20 -0.21
C -0.53 1.74 0.98 -0.15
H -0.08 -0.84 0.42 0.40
H -2.40 -0.72 2.39 0.48
H -2.06 -3.27 0.03 0.48
```


(5)
Computed, not measured: one molecule with the formula C5H9NO at a distorted geometry, with ωB97M-V with the def2-TZVPD basis set.

Structure (SMILES): CC/N=C\CC=O
Energy relative to the best compared isomer or geometry (same formula, charge and spin) in eV: 2.5610
Kohn-Sham gap in eV: 10.04
Total charge: 0

The geometry in XYZ format:
```
16
Properties=species:S:1:pos:R:3:nbo_charge:R:1
C 0.51 -1.14 0.64 0.13
H -2.94 -1.62 0.31 0.11
C -0.95 -1.00 0.98 -0.60
H -1.13 -1.67 1.84 0.24
H 2.28 1.97 -0.25 0.21
H 1.06 2.86 -1.18 0.22
H -0.30 0.69 -0.96 0.18
H -1.20 0.02 1.31 0.25
N 1.34 -0.32 0.16 -0.38
H 0.72 2.38 0.46 0.20
C 1.23 2.05 -0.46 -0.62
C -1.93 -1.39 -0.09 0.45
H 1.28 0.09 -1.62 0.23
H 0.92 -2.09 0.90 0.17
O -1.68 -1.46 -1.26 -0.51
C 0.79 0.64 -0.79 -0.26
```


Q: What is the total charge in the fifth record?
A: 0


Please write out number 3 again, unchanged.
Computed, not measured: one molecule with the formula C5H11NO at a distorted geometry, with ωB97M-V with the def2-TZVPD basis set.

Structure (SMILES): CC(C)CC(N)=O
Energy relative to the best compared isomer or geometry (same formula, charge and spin) in eV: 0.9285
Kohn-Sham gap in eV: 10.60
Total charge: 0

The geometry in XYZ format:
```
18
Properties=species:S:1:pos:R:3:nbo_charge:R:1
C 0.02 0.59 -1.71 -0.61
C -0.20 -0.64 0.52 -0.51
H 0.89 -0.05 -1.86 0.21
H 1.75 -2.76 0.45 0.38
H 2.75 -2.10 1.59 0.40
C -0.33 0.76 -0.22 -0.21
H -0.81 -0.57 1.43 0.24
H -0.72 -0.07 -2.25 0.20
O 1.51 -0.07 2.00 -0.63
H -1.92 2.09 -0.85 0.21
H -2.58 0.65 0.08 0.21
H 0.12 1.54 -2.12 0.21
H -0.72 -1.32 -0.18 0.21
N 2.09 -1.86 0.85 -0.81
H -1.81 1.98 0.83 0.22
C -1.71 1.37 -0.03 -0.62
H 0.48 1.33 0.38 0.23
C 1.19 -0.86 1.10 0.66
```